DFT (wB97M-V/def2-TZVPD) results for the molecule C5H7NO at a distorted geometry.

Each line ends with the Löwdin charge.
Atoms and positions in Å:
H1 0.881 2.659 0.192  0.120
H2 -1.946 0.551 1.478  0.093
C1 -1.819 0.083 0.498  -0.019
C2 1.658 0.228 -0.479  -0.068
H3 2.233 -1.922 -0.566  0.091
C3 0.486 0.806 -0.060  -0.369
N1 -0.426 -0.163 0.207  -0.108
H4 2.234 0.574 -1.327  0.101
H5 -2.320 -0.885 0.486  0.087
H6 -0.448 -2.289 -0.031  0.107
C4 1.468 -1.185 -0.357  -0.107
O1 0.102 2.086 0.165  0.077
C5 0.169 -1.403 0.024  -0.102
H7 -2.278 0.726 -0.263  0.096

The molar mass comes out at 97.12 g/mol. For the total energy, the calculation gives -8834.99618 eV. The energy above the lowest of the compared OMol25 structures with the same formula, charge and spin is 116.4 kJ/mol. The HOMO-LUMO gap comes out at 8.452 eV.

DFT (wB97M-V/def2-TZVPD) results for the molecule C5H7NO at a distorted geometry.

Each line ends with the Löwdin charge.
Atoms and positions in Å:
H1 -1.523 -0.921 -0.813  0.078
N1 -2.090 0.595 0.372  0.139
O1 0.551 -1.239 1.401  0.012
C1 1.283 0.490 -0.038  -0.074
C2 -0.897 0.539 0.726  -0.222
H2 -2.536 1.485 0.545  0.073
H3 3.099 1.666 -0.553  0.029
H4 -0.597 1.286 1.403  0.121
C3 -0.425 -0.934 -1.040  -0.017
H5 1.167 -1.785 1.008  0.033
H6 -0.102 -1.951 -1.283  0.096
C4 2.198 1.240 -0.204  0.149
C5 0.092 -0.335 0.234  -0.518
H7 -0.221 -0.136 -1.758  0.101

The molar mass comes out at 97.12 g/mol. For the total energy, the calculation gives -8832.10697 eV. The energy above the lowest of the compared OMol25 structures with the same formula, charge and spin is 395.2 kJ/mol. The HOMO-LUMO gap comes out at 10.597 eV.

DFT (wB97M-V/def2-TZVPD) results for a cluster of 2 separate species, C5H7NO in total at a distorted geometry.

Each line ends with the Löwdin charge.
Atoms and positions in Å:
C1 0.393 1.409 0.711  -0.143
C2 -0.696 0.316 -0.775  -0.269
H1 -1.085 0.477 -1.783  0.139
H2 -1.633 -1.401 0.492  0.119
H3 -0.436 -1.815 -0.889  0.069
H4 1.148 -1.583 -2.132  0.162
N1 0.409 -0.640 0.661  -0.079
C3 0.774 0.315 -0.405  -0.126
H5 -0.023 0.087 2.648  0.104
H6 0.692 2.425 0.968  0.131
C4 0.338 0.260 1.639  -0.079
O1 -0.967 1.385 0.134  -0.066
C5 -0.791 -1.099 -0.129  -0.050
H7 1.485 -0.120 -1.189  0.089

The molar mass comes out at 97.12 g/mol. For the total energy, the calculation gives -8827.23009 eV. The energy above the lowest of the compared OMol25 structures with the same formula, charge and spin is 865.7 kJ/mol. The HOMO-LUMO gap (alpha / beta) comes out at 5.234 / 10.199 eV.

DFT (wB97M-V/def2-TZVPD) results for a structure of composition C5H7NO at a distorted geometry.

Each line ends with the Löwdin charge.
Atoms and positions in Å:
H1 -1.712 -0.894 1.071  0.122
H2 -1.618 -1.788 -0.475  0.114
C1 1.129 -0.162 0.899  -0.127
C2 -1.153 0.361 -0.685  -0.197
N1 0.288 -1.066 0.077  -0.062
C3 0.378 0.065 -0.915  -0.143
C4 0.585 1.088 0.208  -0.227
H3 1.185 2.003 0.175  0.143
H4 2.095 -0.256 0.302  0.131
H5 1.313 -0.351 1.959  0.111
H6 1.278 -0.093 -1.543  0.150
O1 -0.822 1.386 0.265  -0.054
H7 -1.932 0.665 -1.392  0.139
C5 -1.211 -0.944 0.097  -0.101

The molar mass comes out at 97.12 g/mol. For the total energy, the calculation gives -8831.67807 eV. The energy above the lowest of the compared OMol25 structures with the same formula, charge and spin is 436.6 kJ/mol. The HOMO-LUMO gap comes out at 9.707 eV.

DFT (wB97M-V/def2-TZVPD) results for a structure of composition C5H7NO at a distorted geometry.

Each line ends with the Löwdin charge.
Atoms and positions in Å:
H1 1.403 0.331 -1.734  0.091
H2 0.717 0.533 2.344  0.111
H3 2.331 0.892 -0.318  0.095
H4 -0.672 -1.654 -0.928  0.098
H5 1.782 -0.798 -0.408  0.085
C1 0.167 0.117 1.516  -0.029
C2 0.231 0.698 0.016  -0.588
C3 -0.741 -0.752 1.297  0.083
C4 1.529 0.233 -0.655  -0.009
H6 -1.438 -1.512 1.592  0.093
H7 -2.099 0.845 -0.830  0.065
N1 -1.991 -0.120 -1.179  0.123
C5 -0.998 -0.659 -0.602  -0.221
O1 -0.219 1.846 -0.112  0.005

The molar mass comes out at 97.12 g/mol. For the total energy, the calculation gives -8830.69763 eV. The energy above the lowest of the compared OMol25 structures with the same formula, charge and spin is 531.2 kJ/mol. The HOMO-LUMO gap comes out at 7.912 eV.

DFT (wB97M-V/def2-TZVPD) results for a structure of composition C5H7NO at a distorted geometry.

Each line ends with the Löwdin charge.
Atoms and positions in Å:
C1 0.982 -0.212 1.255  -0.090
C2 0.526 -0.699 -0.142  -0.197
C3 -0.611 0.883 -1.479  -0.003
H1 -1.077 1.834 -1.503  0.058
H2 1.194 -1.239 -0.809  0.159
C4 0.365 1.077 0.784  -0.070
C5 -0.919 -1.193 -0.162  -0.271
H3 -0.536 0.354 -2.402  0.070
N1 0.234 0.691 -0.480  -0.189
H4 -1.509 -0.555 0.521  0.140
O1 -1.290 -2.274 -0.527  0.072
H5 2.067 -0.198 1.392  0.100
H6 0.524 -0.723 2.109  0.110
H7 0.136 2.049 1.183  0.110

The molar mass comes out at 97.12 g/mol. For the total energy, the calculation gives -8831.94535 eV. The energy above the lowest of the compared OMol25 structures with the same formula, charge and spin is 410.8 kJ/mol. The HOMO-LUMO gap comes out at 8.245 eV.

DFT (wB97M-V/def2-TZVPD) results for the molecule C5H7NO.

Each line ends with the Löwdin charge.
Atoms and positions in Å:
N1 -0.474 1.828 -0.497  0.085
H1 -2.321 -0.370 -0.390  0.081
C1 -1.691 -1.064 0.180  -0.013
C2 1.885 -0.794 0.189  -0.129
H2 -1.706 -2.035 -0.328  0.085
H3 -1.188 2.008 0.196  0.084
H4 0.134 2.637 -0.538  0.080
C3 0.237 0.655 -0.171  -0.299
H5 2.388 1.207 -0.554  0.105
C4 -0.294 -0.547 0.185  -0.285
H6 -2.134 -1.195 1.176  0.079
H7 2.783 -1.379 0.334  0.120
C5 1.660 0.484 -0.214  -0.016
O1 0.722 -1.435 0.432  0.023

The molar mass comes out at 97.12 g/mol. For the total energy, the calculation gives -8835.43012 eV. The energy above the lowest of the compared OMol25 structures with the same formula, charge and spin is 74.6 kJ/mol. The HOMO-LUMO gap comes out at 8.867 eV.

DFT (wB97M-V/def2-TZVPD) results for the molecule C5H7NO at a distorted geometry.

Each line ends with the Löwdin charge.
Atoms and positions in Å:
H1 0.283 0.965 -1.601  0.135
H2 -1.841 -1.266 -1.259  0.100
H3 -2.116 0.800 0.848  0.103
C1 0.649 0.292 0.868  -0.234
C2 0.977 0.846 -0.808  -0.132
C3 -1.524 -0.874 -0.291  -0.082
C4 -0.448 0.119 -0.122  -0.359
O1 0.987 1.646 0.386  -0.046
H4 2.724 -0.115 0.213  0.115
N1 -1.803 0.563 -0.093  0.070
H5 -1.672 -1.567 0.540  0.106
H6 0.554 0.174 1.948  0.141
H7 1.535 -1.288 -0.524  0.116
C5 1.694 -0.294 -0.105  -0.031

The molar mass comes out at 97.12 g/mol. For the total energy, the calculation gives -8829.90089 eV. The energy above the lowest of the compared OMol25 structures with the same formula, charge and spin is 608.0 kJ/mol. The HOMO-LUMO gap comes out at 9.479 eV.

DFT (wB97M-V/def2-TZVPD) results for the molecule C5H7NO at a distorted geometry.

Each line ends with the Löwdin charge.
Atoms and positions in Å:
H1 1.301 -1.172 0.352  0.130
H2 2.356 1.194 -0.964  0.126
O1 1.998 1.397 1.007  0.064
H3 0.811 -0.629 -1.253  0.121
H4 -0.420 0.206 1.426  0.148
C1 -1.490 -1.176 0.137  -0.062
H5 -1.592 -1.376 -0.935  0.088
H6 -1.105 -2.077 0.628  0.085
C2 -0.517 -0.011 0.356  -0.362
C3 1.832 0.846 -0.053  -0.253
C4 -1.030 1.213 -0.286  -0.201
C5 0.883 -0.328 -0.205  -0.133
H7 -2.483 -0.951 0.539  0.087
N1 -1.408 2.165 -0.822  0.163

The molar mass comes out at 97.12 g/mol. For the total energy, the calculation gives -8835.39688 eV. The energy above the lowest of the compared OMol25 structures with the same formula, charge and spin is 77.8 kJ/mol. The HOMO-LUMO gap comes out at 11.005 eV.

DFT (wB97M-V/def2-TZVPD) results for a cluster of 2 separate species, C5H7NO in total.

Each line ends with the Löwdin charge.
Atoms and positions in Å:
N1 -0.371 1.834 -1.328  0.145
C1 -2.145 -0.216 -0.053  -0.114
H1 -1.259 1.367 -1.051  0.026
O1 2.079 -0.825 -0.580  0.018
H2 3.183 0.420 0.773  0.116
H3 -0.586 -1.655 -0.169  0.072
C2 0.549 1.145 -0.882  -0.110
C3 1.297 0.267 -0.281  -0.316
H4 1.965 -0.732 1.563  0.114
H5 -2.570 -0.438 -1.030  0.063
H6 -0.679 -0.683 1.398  0.065
C4 2.263 -0.152 0.690  -0.055
C5 -1.085 -0.879 0.408  -0.086
H7 -2.641 0.547 0.543  0.062

The molar mass comes out at 97.12 g/mol. For the total energy, the calculation gives -8831.37070 eV. The energy above the lowest of the compared OMol25 structures with the same formula, charge and spin is 466.2 kJ/mol. The HOMO-LUMO gap comes out at 9.591 eV.